Record 1
This record from the OMol25 dataset describes an isolated molecule of C7H15NO at a distorted geometry. The level of theory is ωB97M-V with the def2-TZVPD basis set.

```
24
Properties=species:S:1:pos:R:3:forces:R:3
C -1.6300 1.7953 0.2961 0.1 -0.2 0.1
C -0.8069 0.5115 0.3396 -0.1 0.4 0.0
C -1.6115 -0.5981 1.0103 0.2 0.1 -0.2
C 0.6126 0.6698 0.9314 -0.1 0.0 0.0
C 1.3186 -0.0100 -0.2495 -1.9 0.4 -0.3
C 1.8708 -1.3966 0.0365 -0.3 0.3 -0.3
O 2.3060 0.8431 -0.7828 0.1 0.0 -0.2
C -0.2328 0.1193 -1.0434 1.4 1.3 3.4
N -0.7507 -0.9868 -1.7752 4.0 0.2 -1.6
H -1.0667 2.6005 -0.1749 0.0 0.0 0.0
H -2.5463 1.6398 -0.2735 -0.1 0.0 0.0
H -1.9010 2.1099 1.3045 -0.1 0.1 0.0
H -1.0338 -1.5158 1.1159 0.0 -0.1 0.1
H -2.5037 -0.8257 0.4286 -0.1 0.0 0.0
H -1.9223 -0.2791 2.0049 0.0 0.0 0.1
H 0.9195 1.7114 1.0040 0.0 0.1 0.0
H 0.7657 0.1899 1.8980 0.0 0.0 0.1
H 2.7202 -1.3217 0.7182 0.0 0.1 0.0
H 1.1181 -2.0334 0.4965 -0.1 -0.1 0.0
H 2.2098 -1.8784 -0.8841 0.0 -0.1 0.0
H 2.7463 0.3983 -1.5163 0.0 0.0 0.0
H -0.1109 0.9869 -1.6940 -0.1 0.0 0.0
H 0.3779 -0.9292 -2.0161 -3.4 -2.5 -1.2
H -0.8488 -1.8007 -1.1746 0.2 0.0 0.1
```
Forces are in eV/Å.

Calculated values
E = -405.634422 Ha
Net charge = 0
HOMO = -8.46 eV
SMILES = CC1(C)C[C@](C)(O)[C@H]1N
Orbital gap = 9.2 eV

---

Record 2
This record from the OMol25 dataset describes a structure of composition C7H15NO at a distorted geometry. The level of theory is ωB97M-V with the def2-TZVPD basis set.

```
24
Properties=species:S:1:pos:R:3:forces:R:3
C 0.2838 -1.4430 -0.0591 0.1 1.5 -0.6
C 1.3032 -1.3439 -1.1833 -0.1 -0.4 0.1
C 0.5966 -2.5745 0.9124 0.0 0.3 0.0
C 0.2536 -0.0780 0.7596 1.5 -4.0 3.0
O 1.3269 0.4450 1.1090 -1.1 0.4 -0.9
H -0.7233 -1.5504 -0.4663 0.0 -0.1 0.0
H -0.5261 -0.2798 1.5438 0.3 0.6 -0.3
H 1.0834 -0.5129 -1.8517 0.0 0.0 -0.1
H 2.3053 -1.2040 -0.7789 0.0 0.0 0.0
H -0.1528 -2.6401 1.7021 0.0 0.0 0.0
H 1.5742 -2.4284 1.3699 0.0 0.0 0.0
H 0.6065 -3.5246 0.3769 0.0 0.0 0.0
H 1.2888 -2.2663 -1.7667 0.1 0.0 -0.1
C 0.2400 2.3496 -0.6622 0.5 -0.2 0.3
C -1.7689 1.5033 1.1432 1.8 0.1 -2.7
C -0.6621 1.1695 -0.4074 -3.4 2.3 1.1
N -1.3899 0.6064 -1.2871 -0.2 0.1 0.4
H -1.2602 0.9997 -2.2198 0.6 -0.3 -0.2
H -0.3040 3.1626 -1.1483 -0.1 -0.2 0.0
H 0.6756 2.6984 0.2769 -0.1 0.0 -0.1
H -2.5432 0.7470 1.1805 0.2 -0.1 0.0
H -2.1156 2.4358 0.7161 -0.4 0.2 0.2
H -1.1721 1.6823 2.0283 0.1 -0.3 0.0
H 1.0802 2.0463 -1.2877 0.0 0.0 -0.1
```
Forces are in eV/Å.

Calculated values
E = -405.559480 Ha
Net charge = 0
HOMO (spin up / spin down) = -8.86 / -8.86 eV
Orbital gap (spin up / spin down) = 7.9 / 7.9 eV

---

Record 3
This record from the OMol25 dataset describes a cluster of 4 separate species, C7H15NO14S3 in total at a distorted geometry. The level of theory is ωB97M-V with the def2-TZVPD basis set.

```
40
Properties=species:S:1:pos:R:3:forces:R:3
C -1.6255 2.4874 4.3447 -1.7 -0.1 0.2
N -0.8982 3.2357 3.3097 2.0 -0.2 0.0
O -1.3766 4.2222 2.7955 -0.6 -0.3 0.1
O 0.2471 2.8500 3.1011 -0.5 0.1 -0.1
H -1.6674 1.4107 4.1978 0.5 0.1 -0.6
H -2.6478 2.8627 4.2871 0.1 0.0 0.4
H -1.1628 2.6468 5.3130 0.1 0.4 -0.1
O -3.6274 -2.5233 -0.9596 0.7 0.6 0.2
S -2.3567 -1.8643 -0.9067 -0.5 -0.3 0.5
O -1.1770 -2.6690 -1.0142 -0.6 1.0 0.2
O -2.3600 -0.6948 -1.9958 0.0 -0.7 -0.2
C -2.1033 0.5791 -1.4272 -0.3 0.8 -1.2
C -2.5277 0.4832 0.0196 0.3 1.1 0.0
O -2.2905 -0.8609 0.3996 0.4 -0.9 -0.8
H -1.0642 0.8559 -1.6378 0.1 -0.3 0.7
H -2.6656 1.3136 -2.0123 -0.3 -0.2 0.3
H -3.5539 0.7668 0.2540 -0.2 -0.3 -0.5
H -1.9053 1.2311 0.5218 0.2 -0.7 0.7
O 0.6990 -1.0494 3.8732 -0.2 -0.2 -1.0
S 0.5314 -1.2542 2.4625 -0.4 1.3 -0.8
O -0.2800 -2.2910 1.9256 0.2 0.2 0.7
O 0.1033 0.1800 1.7881 -0.3 -0.7 0.8
C 1.1577 0.7314 0.9729 -0.9 1.0 0.4
C 2.4094 0.0322 1.4619 0.2 -0.3 -0.5
O 1.8956 -1.2902 1.6896 0.9 -1.0 0.1
H 0.8635 0.5970 -0.0692 0.5 -0.7 -0.1
H 1.0942 1.8136 1.0936 0.5 -0.1 0.5
H 2.8796 0.3375 2.3961 -0.4 0.7 0.0
H 3.1791 -0.0320 0.6948 -0.1 -0.2 0.0
O 1.9787 1.2199 -2.3288 0.3 -1.1 -0.2
S 2.4163 -0.1362 -2.5095 -0.1 0.1 -0.2
O 3.5948 -0.5834 -1.8092 -1.2 0.2 -0.8
O 1.1725 -1.1219 -2.2556 0.8 0.5 1.0
C 0.9486 -2.0387 -3.3156 -0.3 0.0 -1.0
C 2.0988 -1.8141 -4.3097 -0.7 0.0 -0.3
O 2.4900 -0.4556 -4.0945 0.6 0.4 1.1
H 0.8905 -3.0748 -2.9903 0.1 0.2 0.4
H -0.0110 -1.7465 -3.7470 0.1 -0.2 -0.1
H 1.7395 -1.8282 -5.3359 0.1 -0.2 0.0
H 2.9113 -2.5282 -4.1837 0.2 0.3 0.1
```
Forces are in eV/Å.

Calculated values
E = -2578.221932 Ha
Net charge = 0
HOMO = -10.93 eV
SMILES = C[N+](=O)[O-].O=S1(=O)OCCO1.O=S1(=O)OCCO1.O=S1(=O)OCCO1
Orbital gap = 10.9 eV

---

Record 4
This record from the OMol25 dataset describes a cluster of 2 separate species, C7H15NO2 in total. The level of theory is ωB97M-V with the def2-TZVPD basis set.

```
25
Properties=species:S:1:pos:R:3:forces:R:3
H 1.1199 -2.9975 -0.8277 -0.4 0.0 -0.1
N 1.3409 -2.6368 0.0987 0.5 -0.1 -0.1
C 0.3532 -2.2546 0.7859 0.0 0.2 0.4
C 0.5352 -1.6850 2.1432 0.0 0.2 0.2
C -1.0499 -2.2886 0.2519 -0.2 -0.3 -0.6
O -1.9722 -1.6345 0.6553 0.0 -0.2 0.2
H 0.2524 -0.6318 2.1023 0.0 0.0 0.1
H -0.1284 -2.1781 2.8507 0.0 0.0 0.1
H 1.5689 -1.7829 2.4566 0.1 -0.1 0.0
H -1.1673 -2.9711 -0.6194 0.0 0.1 0.0
C 1.3961 1.4500 -0.2129 -0.4 0.0 0.0
C -0.1151 1.3307 -0.4179 0.2 0.4 -0.5
C -0.7257 2.6926 -0.7709 0.2 -0.2 0.2
C -0.4152 0.3333 -1.5420 0.0 0.1 0.3
O -0.6368 0.8843 0.8243 -0.1 0.0 0.1
H 1.8730 1.8275 -1.1127 0.1 0.0 -0.1
H 1.8137 0.4762 0.0306 0.1 -0.1 0.0
H 1.5991 2.1283 0.6111 0.1 0.1 0.1
H -0.2727 3.0936 -1.6734 0.0 0.1 -0.1
H -1.7984 2.5971 -0.9310 -0.1 0.0 0.0
H -0.5585 3.3899 0.0494 0.0 0.0 0.0
H -0.0688 0.7292 -2.4927 0.0 0.0 -0.1
H -1.4867 0.1483 -1.6134 -0.1 0.0 0.0
H 0.0919 -0.6104 -1.3556 0.1 0.0 -0.1
H -1.5489 0.5904 0.7097 0.1 0.0 0.0
```
Forces are in eV/Å.

Calculated values
E = -480.929706 Ha
Net charge = 0
HOMO = -9.90 eV
SMILES = [H]/N=C(/C)C=O.CC(C)(C)O
Orbital gap = 9.8 eV

---

Record 5
This record from the OMol25 dataset describes a structure of composition C7H15O4Tm at a distorted geometry. The level of theory is ωB97M-V with the def2-TZVPD basis set.

```
27
Properties=species:S:1:pos:R:3:forces:R:3
C 1.3149 -3.2249 -1.0204 -0.1 -0.1 0.3
O 1.1445 -1.8968 -1.1473 -0.1 0.6 -0.1
C 2.0273 -1.0332 -0.3859 0.5 -0.5 0.4
H -1.6677 -2.8316 -1.3839 -1.0 0.5 -0.2
H 1.8316 -3.5907 -0.1259 -0.2 -0.1 -0.5
H 2.4358 -0.2787 -1.0849 -0.1 -0.4 0.2
H 2.8877 -1.6487 -0.0533 -0.1 0.3 -0.3
Tm 0.8511 -0.0171 1.5046 0.1 -0.4 -2.6
C -2.4508 -2.0554 -1.6016 0.9 -0.8 -0.6
O -2.8502 -1.4994 -0.3728 0.2 0.5 0.5
C -3.2005 -0.1396 -0.4171 -0.5 -0.2 -0.2
C -2.0470 0.8000 -0.1145 -0.3 0.2 -0.9
O -1.4151 0.4842 1.1192 1.5 -0.5 0.4
C -1.9256 1.1204 2.2964 -0.3 0.5 0.5
C -1.1972 0.4918 3.4832 -1.8 0.1 0.9
O 0.1672 0.3893 3.2492 -0.2 0.3 1.3
H -3.3152 -2.4845 -2.1375 0.4 0.0 0.2
H -1.9589 -1.3311 -2.2710 -0.2 0.0 0.2
H -4.0062 -0.0040 0.3170 0.2 0.1 -0.1
H -3.6022 0.1307 -1.4107 0.0 0.0 0.3
H -1.2671 0.7341 -0.8854 -0.2 -0.1 0.1
H -2.4143 1.8373 -0.0915 0.1 -0.2 0.0
H -3.0135 0.9726 2.3657 0.3 0.0 0.0
H -1.7100 2.1992 2.2204 -0.1 -0.2 0.0
H -1.4272 1.1147 4.3699 0.2 -0.3 -0.3
H -1.6545 -0.5020 3.6735 0.4 0.3 0.0
H 0.7204 -3.8210 -1.7154 0.3 0.1 0.5
```
Forces are in eV/Å.

Calculated values
E = -1661.468401 Ha
Net charge = +1
HOMO (spin up / spin down) = -9.63 / -12.08 eV
⟨S²⟩ = 3.76
Orbital gap (spin up / spin down) = 4.8 / 7.2 eV
2S+1 = 4

---

Record 6
This record from the OMol25 dataset describes a cluster of 2 separate species, C7H16BNO5Si in total. The level of theory is ωB97M-V with the def2-TZVPD basis set.

```
31
Properties=species:S:1:pos:R:3:forces:R:3
C 1.5384 -3.1058 -1.2582 -0.2 0.1 -0.2
C 0.3840 -2.9436 -2.2763 0.0 0.0 -0.2
B -0.6752 -1.9539 -1.7265 0.2 0.2 0.2
O -0.6905 -0.6208 -2.1061 -0.7 -0.3 -0.1
Si -2.0987 -2.5744 -0.3981 0.3 0.2 0.3
O -3.4789 -3.0077 -1.3596 0.2 -0.2 0.0
C -3.2898 -3.9914 -2.1691 -0.2 0.2 0.2
N -3.1082 -4.8727 -2.8875 0.0 -0.2 -0.2
H 1.9880 -4.0847 -1.3680 0.1 -0.1 0.1
H 1.2137 -2.9945 -0.2265 0.0 -0.1 0.2
H 2.3003 -2.3587 -1.4466 0.1 0.1 0.1
H -0.0572 -3.9162 -2.4837 -0.1 -0.2 0.0
H 0.7957 -2.5610 -3.2083 0.1 0.0 -0.2
H -1.0763 -0.5539 -2.9908 0.5 0.4 -0.1
H -2.6112 -1.5512 0.5301 -0.1 0.0 -0.1
H -1.6857 -3.7758 0.3594 -0.2 -0.1 0.0
C -0.7273 1.4412 0.5540 -0.1 0.2 0.2
C 0.6934 1.8473 0.2381 0.0 -0.2 -0.2
O 0.9583 3.2091 0.6151 0.0 0.0 0.0
C 1.2127 3.4014 1.9064 -0.1 0.1 0.0
O 1.2635 2.5518 2.7576 0.0 0.0 0.0
O 1.3987 4.7066 2.1020 0.0 0.0 0.0
C 1.6482 5.0726 3.4617 0.0 0.1 0.0
H -1.4327 2.1335 0.0935 0.0 0.0 -0.1
H -0.9210 0.4457 0.1662 0.0 0.0 -0.1
H -0.9071 1.4402 1.6289 0.1 0.0 0.0
H 0.8712 1.8151 -0.8344 0.0 0.1 0.0
H 1.4148 1.1913 0.7239 0.0 0.0 0.1
H 2.4685 4.4910 3.8748 0.0 0.0 0.0
H 0.7539 4.9250 4.0643 0.0 -0.1 0.0
H 1.9108 6.1256 3.4415 0.0 0.0 0.0
```
Forces are in eV/Å.

Calculated values
E = -1021.650494 Ha
Net charge = 0
HOMO = -9.93 eV
SMILES = CCB(O)[SiH2]OC#N.CCOC(=O)OC
Orbital gap = 9.5 eV

---

no.,molecular weight (g/mol)
1,129.2
2,129.2
3,433.4
4,145.2
5,332.1
6,233.1